{"formula": "C31H52BrN3OP2Pt", "method": "ωB97M-V/def2-TZVPD", "symbols": ["N", "C", "C", "C", "C", "C", "C", "Pt", "P", "C", "C", "C", "C", "C", "C", "C", "Br", "H", "H", "H", "H", "H", "H", "H", "H", "H", "H", "P", "C", "C", "H", "H", "H", "H", "H", "C", "C", "H", "H", "H", "H", "H", "C", "C", "H", "H", "H", "H", "H", "C", "C", "H", "H", "H", "H", "H", "C", "C", "H", "H", "H", "H", "H", "C", "C", "H", "H", "H", "H", "H", "C", "N", "C", "C", "C", "N", "C", "C", "O", "H", "H", "H", "H", "H", "H", "H", "H", "H", "H", "H", "H"], "coordinates": [[6.412, 2.015, -1.236], [6.077, 0.777, -0.857], [4.777, 0.464, -0.436], [3.762, 1.453, -0.581], [4.168, 2.775, -0.781], [5.529, 3.004, -1.096], [2.298, 1.049, -0.596], [0.408, 1.850, -0.377], [-1.849, 1.888, -0.949], [1.495, 1.145, -1.883], [1.159, 0.006, -2.787], [0.234, 0.158, -3.856], [-0.252, -0.942, -4.522], [-0.136, -2.316, -3.963], [1.095, -2.386, -3.114], [1.772, -1.266, -2.706], [-1.622, -2.539, -2.796], [2.111, 0.171, 0.045], [1.684, 2.076, -2.444], [4.587, -0.549, -0.065], [3.460, 3.596, -0.733], [6.855, 0.010, -0.954], [5.887, 4.013, -1.322], [-0.086, 1.176, -4.112], [2.799, -1.360, -2.322], [-0.924, -0.842, -5.371], [1.459, -3.346, -2.754], [0.803, 2.593, 1.825], [-2.724, 0.880, -2.099], [-3.173, 1.241, -3.462], [-3.140, -0.043, -1.674], [-0.234, -3.055, -4.754], [-2.987, 0.405, -4.158], [-4.266, 1.422, -3.547], [-2.687, 2.118, -3.905], [-2.349, 3.607, -1.467], [-3.828, 4.004, -1.598], [-1.815, 3.713, -2.424], [-1.844, 4.250, -0.729], [-3.802, 5.021, -2.008], [-4.398, 3.383, -2.299], [-4.362, 4.023, -0.637], [-3.058, 1.676, 0.491], [-4.466, 1.049, 0.356], [-3.197, 2.689, 0.910], [-2.537, 1.050, 1.231], [-5.032, 1.322, 1.266], [-5.041, 1.424, -0.502], [-4.443, -0.052, 0.292], [-0.733, 1.809, 2.434], [-1.150, 1.735, 3.890], [-0.677, 0.798, 1.994], [-1.480, 2.406, 1.892], [-0.451, 1.174, 4.515], [-1.316, 2.724, 4.323], [-2.113, 1.216, 3.923], [0.606, 4.397, 1.979], [1.766, 5.298, 2.442], [-0.255, 4.493, 2.660], [0.287, 4.743, 0.985], [2.140, 5.083, 3.453], [2.624, 5.259, 1.757], [1.440, 6.350, 2.454], [2.021, 2.015, 3.060], [2.306, 0.505, 3.184], [1.669, 2.405, 4.030], [2.908, 2.613, 2.772], [3.363, 0.360, 3.451], [1.710, 0.022, 3.981], [2.129, -0.023, 2.241], [-0.331, -5.433, -1.640], [-0.529, -5.495, -0.228], [-1.120, -6.689, 0.325], [-0.913, -6.766, 1.814], [-1.174, -5.438, 2.484], [-0.354, -4.438, 1.844], [0.090, -3.295, 2.580], [-0.034, -4.431, 0.504], [0.644, -3.516, 0.013], [0.740, -5.369, -1.891], [-0.832, -4.526, -2.034], [-0.772, -6.322, -2.107], [-2.191, -6.703, 0.070], [-0.654, -7.542, -0.186], [0.112, -7.090, 2.014], [-1.589, -7.522, 2.208], [-0.900, -5.476, 3.546], [-2.247, -5.190, 2.404], [-0.158, -3.389, 3.641], [1.178, -3.192, 2.489], [-0.338, -2.360, 2.193]], "orbital_gap_ev": [5.14, 5.23], "e_lumo_ev": [-12.4, -14.1], "spin_multiplicity": 5, "charge": 4, "homo_energy_ev": [-17.494, -19.341]}

=====

{"formula": "CH3NO2", "method": "ωB97M-V/def2-TZVPD", "symbols": ["N", "C", "O", "O", "H", "H", "H"], "coordinates": [[0.505, -0.798, 0.374], [0.221, 0.415, -0.150], [0.608, 0.874, -1.189], [-0.939, 0.977, 0.399], [-0.254, -1.315, 0.776], [1.321, -1.329, 0.165], [-1.463, 1.176, -0.374]], "orbital_gap_ev": 11.02, "e_above_lowest_kcal_mol": 14.21, "e_lumo_ev": 0.6, "charge": 0, "smiles": "NC(=O)O", "homo_energy_ev": -10.406}